[1]
Computed, not measured: 2 unconnected molecules or ions with the total composition C5H8O2, with ωB97M-V/def2-TZVPD.

Structure (ORCA input):
```
! RIJCOSX wB97M-V def2-TZVPD def2/J DEFGRID3
* xyz 0 1
O -1.28 0.06 2.54
C -1.11 0.18 1.19
C -0.66 -0.82 0.44
C -0.40 -0.67 -1.04
C 1.08 -0.60 -1.34
C 1.98 -0.59 -0.37
O 2.78 -0.58 0.48
H -1.48 0.93 2.91
H 0.40 2.59 -0.45
H -1.37 1.15 0.76
H -0.40 -1.76 0.92
H -0.84 -1.52 -1.59
H -0.90 0.23 -1.42
H 0.74 1.95 -0.65
H 1.45 -0.55 -2.36
*
```

Orbital gap in Eh: 0.3518
HOMO in eV: -8.79
LUMO in eV: 0.8

[2]
Computed, not measured: a molecular structure, C5H11N2O at a distorted geometry, with ωB97M-V/def2-TZVPD.

Structure (ORCA input):
```
! RIJCOSX wB97M-V def2-TZVPD def2/J DEFGRID3
* xyz 2 2
O -2.65 0.86 1.23
C -3.20 0.05 0.38
C -2.53 -0.58 -0.66
C -1.08 -0.55 -0.56
C -0.60 0.99 -0.74
N 3.95 0.42 0.65
C 2.59 -0.10 1.01
N 1.59 -0.63 0.15
H -4.26 -0.17 0.45
H 0.40 1.20 -0.17
H -3.05 -1.23 -1.35
H -0.74 -0.86 0.58
H -0.65 -1.26 -1.20
H -1.50 1.61 -0.28
H -0.45 1.14 -1.84
H 3.98 1.09 -0.11
H 3.66 -0.71 0.78
H 2.41 -0.02 2.15
H 2.13 -1.22 -0.49
*
```

Orbital gap (alpha / beta) in Eh: 0.2675 / 0.2380
<S²>: 0.783
HOMO (alpha / beta) in eV: -19.03 / -19.04
LUMO (alpha / beta) in eV: -11.8 / -12.6

[3]
Computed, not measured: 2 unconnected molecules or ions with the total composition C4H15N3 at a distorted geometry, with ωB97M-V/def2-TZVPD.

Structure (ORCA input):
```
! RIJCOSX wB97M-V def2-TZVPD def2/J DEFGRID3
* xyz 2 1
C 0.39 -1.44 0.79
C -1.59 0.73 0.78
C 1.16 0.87 0.02
C 0.13 -0.19 -0.14
N -0.38 -0.53 -1.42
N -2.59 0.23 -0.14
N 2.57 0.47 0.03
H -0.48 -2.21 0.60
H 1.32 -1.92 0.34
H 0.50 -1.02 1.82
H -1.55 0.29 1.69
H -1.51 1.78 0.87
H 1.14 1.71 -0.85
H 1.17 1.51 0.95
H -0.05 -1.34 -1.84
H -0.54 0.18 -2.09
H -3.35 0.78 -0.64
H -3.07 -0.59 0.24
H -1.94 -0.46 -0.92
H 2.56 -0.39 0.54
H 3.31 1.25 0.29
H 2.78 0.27 -0.93
*
```

Orbital gap in Eh: 0.3987
HOMO in eV: -17.97
LUMO in eV: -7.1

[4]
Computed, not measured: 3 unconnected molecules or ions with the total composition C34H67N5O2 at a distorted geometry, with ωB97M-V/def2-TZVPD.

Structure (ORCA input):
```
! RIJCOSX wB97M-V def2-TZVPD def2/J DEFGRID3
* xyz 0 1
C 9.28 -2.01 2.19
C 8.22 -2.44 1.01
C 8.51 -1.77 -0.46
C 9.00 -0.20 -0.42
C 8.05 0.80 0.47
C 6.44 0.56 0.28
C 5.70 1.51 1.44
C 4.49 2.46 0.79
C 3.37 1.42 0.21
C 1.82 1.99 0.25
C 1.04 1.66 1.68
C 0.81 0.04 1.77
C -0.75 -0.44 1.92
C -1.28 -0.15 3.48
N -1.85 -0.03 4.65
C -0.93 -2.08 1.66
C -0.26 -2.59 0.25
C -0.76 -4.07 -0.26
C -1.54 -3.88 -1.72
O -2.98 -4.01 -1.46
C -3.57 -2.75 -0.95
C -1.81 0.31 0.93
C -2.61 1.59 1.66
N -3.02 2.66 2.31
N -1.26 0.72 -0.42
C -2.11 1.73 -0.87
O -2.90 2.73 -1.34
H 8.75 -1.27 2.92
H 9.53 -2.99 2.79
H 10.25 -1.52 1.74
H 8.35 -3.62 0.87
H 7.10 -2.28 1.36
H 9.36 -2.38 -1.02
H 7.51 -1.83 -1.08
H 10.12 -0.21 -0.02
H 8.99 0.18 -1.55
H 8.26 1.93 0.14
H 8.28 0.70 1.62
H 6.12 -0.58 0.39
H 6.02 0.90 -0.78
H 5.22 0.72 2.20
H 6.48 2.15 2.05
H 4.08 3.26 1.56
H 5.03 3.06 -0.09
H 3.49 0.41 0.83
H 3.61 1.13 -0.92
H 1.76 3.15 -0.01
H 1.26 1.46 -0.66
H 1.81 1.97 2.54
H 0.08 2.31 1.85
H 1.37 -0.32 2.76
H 1.40 -0.44 0.88
H -2.05 -2.43 1.75
H -0.34 -2.65 2.53
H 0.91 -2.66 0.45
H -0.36 -1.76 -0.60
H -1.41 -4.58 0.56
H 0.23 -4.69 -0.48
H -1.35 -2.83 -2.22
H -1.10 -4.69 -2.45
H -4.58 -2.57 -1.55
H -2.87 -1.82 -1.02
H -3.79 -2.95 0.21
H -2.68 -0.48 0.71
C -1.44 9.62 3.19
C -0.75 8.36 2.68
N -0.62 7.31 3.70
C 0.29 6.23 3.30
C -0.11 5.38 2.10
C -1.85 6.88 4.35
C -2.97 6.34 3.46
H -0.94 10.02 4.08
H -1.41 10.40 2.41
H -2.49 9.45 3.42
H 0.25 8.66 2.35
H -1.28 8.00 1.79
H 0.47 5.57 4.16
H 1.27 6.68 3.08
H -0.91 4.68 2.36
H 0.75 4.77 1.78
H -0.43 5.98 1.25
H -2.26 7.72 4.92
H -1.62 6.12 5.11
H -3.14 6.95 2.57
H -3.91 6.32 4.02
H -2.77 5.31 3.14
C -5.89 -6.41 -7.17
C -5.44 -6.23 -5.73
N -5.84 -4.95 -5.14
C -5.17 -4.65 -3.87
C -5.47 -5.57 -2.69
C -7.28 -4.64 -5.18
C -8.23 -5.62 -4.51
H -5.55 -5.58 -7.80
H -5.47 -7.34 -7.58
H -6.98 -6.49 -7.26
H -4.35 -6.29 -5.73
H -5.80 -7.07 -5.13
H -5.39 -3.62 -3.57
H -4.09 -4.67 -4.05
H -6.46 -5.39 -2.27
H -4.74 -5.39 -1.89
H -5.39 -6.63 -2.96
H -7.58 -4.53 -6.23
H -7.44 -3.64 -4.75
H -8.00 -6.66 -4.75
H -9.26 -5.42 -4.85
H -8.23 -5.51 -3.42
*
```

Orbital gap in Eh: 0.2584
HOMO in eV: -7.92
LUMO in eV: -0.9

What did the fourth record say?
Computed, not measured: 3 unconnected molecules or ions with the total composition C34H67N5O2 at a distorted geometry, with ωB97M-V/def2-TZVPD.

Structure (ORCA input):
```
! RIJCOSX wB97M-V def2-TZVPD def2/J DEFGRID3
* xyz 0 1
C 9.28 -2.01 2.19
C 8.22 -2.44 1.01
C 8.51 -1.77 -0.46
C 9.00 -0.20 -0.42
C 8.05 0.80 0.47
C 6.44 0.56 0.28
C 5.70 1.51 1.44
C 4.49 2.46 0.79
C 3.37 1.42 0.21
C 1.82 1.99 0.25
C 1.04 1.66 1.68
C 0.81 0.04 1.77
C -0.75 -0.44 1.92
C -1.28 -0.15 3.48
N -1.85 -0.03 4.65
C -0.93 -2.08 1.66
C -0.26 -2.59 0.25
C -0.76 -4.07 -0.26
C -1.54 -3.88 -1.72
O -2.98 -4.01 -1.46
C -3.57 -2.75 -0.95
C -1.81 0.31 0.93
C -2.61 1.59 1.66
N -3.02 2.66 2.31
N -1.26 0.72 -0.42
C -2.11 1.73 -0.87
O -2.90 2.73 -1.34
H 8.75 -1.27 2.92
H 9.53 -2.99 2.79
H 10.25 -1.52 1.74
H 8.35 -3.62 0.87
H 7.10 -2.28 1.36
H 9.36 -2.38 -1.02
H 7.51 -1.83 -1.08
H 10.12 -0.21 -0.02
H 8.99 0.18 -1.55
H 8.26 1.93 0.14
H 8.28 0.70 1.62
H 6.12 -0.58 0.39
H 6.02 0.90 -0.78
H 5.22 0.72 2.20
H 6.48 2.15 2.05
H 4.08 3.26 1.56
H 5.03 3.06 -0.09
H 3.49 0.41 0.83
H 3.61 1.13 -0.92
H 1.76 3.15 -0.01
H 1.26 1.46 -0.66
H 1.81 1.97 2.54
H 0.08 2.31 1.85
H 1.37 -0.32 2.76
H 1.40 -0.44 0.88
H -2.05 -2.43 1.75
H -0.34 -2.65 2.53
H 0.91 -2.66 0.45
H -0.36 -1.76 -0.60
H -1.41 -4.58 0.56
H 0.23 -4.69 -0.48
H -1.35 -2.83 -2.22
H -1.10 -4.69 -2.45
H -4.58 -2.57 -1.55
H -2.87 -1.82 -1.02
H -3.79 -2.95 0.21
H -2.68 -0.48 0.71
C -1.44 9.62 3.19
C -0.75 8.36 2.68
N -0.62 7.31 3.70
C 0.29 6.23 3.30
C -0.11 5.38 2.10
C -1.85 6.88 4.35
C -2.97 6.34 3.46
H -0.94 10.02 4.08
H -1.41 10.40 2.41
H -2.49 9.45 3.42
H 0.25 8.66 2.35
H -1.28 8.00 1.79
H 0.47 5.57 4.16
H 1.27 6.68 3.08
H -0.91 4.68 2.36
H 0.75 4.77 1.78
H -0.43 5.98 1.25
H -2.26 7.72 4.92
H -1.62 6.12 5.11
H -3.14 6.95 2.57
H -3.91 6.32 4.02
H -2.77 5.31 3.14
C -5.89 -6.41 -7.17
C -5.44 -6.23 -5.73
N -5.84 -4.95 -5.14
C -5.17 -4.65 -3.87
C -5.47 -5.57 -2.69
C -7.28 -4.64 -5.18
C -8.23 -5.62 -4.51
H -5.55 -5.58 -7.80
H -5.47 -7.34 -7.58
H -6.98 -6.49 -7.26
H -4.35 -6.29 -5.73
H -5.80 -7.07 -5.13
H -5.39 -3.62 -3.57
H -4.09 -4.67 -4.05
H -6.46 -5.39 -2.27
H -4.74 -5.39 -1.89
H -5.39 -6.63 -2.96
H -7.58 -4.53 -6.23
H -7.44 -3.64 -4.75
H -8.00 -6.66 -4.75
H -9.26 -5.42 -4.85
H -8.23 -5.51 -3.42
*
```

Orbital gap in Eh: 0.2584
HOMO in eV: -7.92
LUMO in eV: -0.9